(1)
19
Properties=species:S:1:pos:R:3:lowdin_spin:R:1 method="wB97M-V/def2-TZVPD" charge=+2 homo_lumo_gap_ev="13.34 / 5.92" e_homo_ev="-20.26 / -20.26" spin_multiplicity=2 de_lowest_kcal_mol=20.65
C -2.09 0.22 0.58 0.24
C -3.30 -0.03 -0.23 0.34
H -1.66 -0.84 0.56 0.14
H -1.35 0.92 0.19 0.01
H -2.28 0.53 1.62 0.01
H -4.05 0.84 0.08 0.19
H -3.94 -0.90 -0.03 0.05
H -3.06 0.15 -1.27 0.00
C 2.06 0.48 -0.08 0.00
C 1.60 -0.48 1.04 0.00
N 2.27 -0.20 -1.43 0.00
H 1.39 1.32 -0.21 0.00
H 3.02 0.85 0.25 0.00
H 2.48 -0.75 1.60 0.00
H 0.77 -1.12 0.77 0.00
H 1.98 0.31 -2.26 0.00
H 3.28 -0.34 -1.49 0.00
H 1.83 -1.12 -1.45 0.00
H 1.06 0.15 1.76 0.00

(2)
20
Properties=species:S:1:pos:R:3:nbo_charge:R:1 method="wB97M-V/def2-TZVPD" homo_lumo_gap_ev=10.06 smiles=CCN.CNC e_homo_ev=-8.89 de_lowest_kcal_mol=17.83
C 0.68 0.88 -4.10 -0.62
C 0.27 1.40 -5.46 -0.22
N 1.39 1.48 -6.41 -0.83
H -0.10 1.07 -3.37 0.22
H 0.92 -0.18 -4.14 0.20
H 1.54 1.48 -3.78 0.21
H -0.59 0.81 -5.80 0.17
H -0.16 2.40 -5.42 0.18
H 2.13 0.88 -6.08 0.35
H 1.13 1.08 -7.30 0.35
C -1.34 -2.25 5.74 -0.41
N -0.24 -1.31 5.51 -0.62
C -0.65 -0.10 4.78 -0.42
H -2.09 -2.30 4.95 0.16
H -0.94 -3.25 5.87 0.20
H -1.88 -1.99 6.65 0.19
H 0.43 -1.79 4.94 0.35
H -0.13 0.75 5.23 0.19
H -1.72 0.10 4.87 0.19
H -0.40 -0.09 3.72 0.18

(3)
21
Properties=species:S:1:pos:R:3:lowdin_spin:R:1 method="wB97M-V/def2-TZVPD" charge=-1 homo_lumo_gap_ev="1.46 / 7.75" e_homo_ev="1.53 / -4.73" spin_multiplicity=2 de_lowest_kcal_mol=24.42
C -1.95 -0.30 -1.92 0.16
C -0.44 -0.41 -1.68 0.04
C 0.22 0.74 -0.91 0.07
C -0.91 2.02 0.91 0.19
N -0.15 0.86 0.46 0.01
N -2.71 -0.41 -0.69 0.04
H -2.19 -1.11 -2.61 0.03
H -2.14 0.59 -2.53 0.06
H -0.34 -1.33 -1.12 0.00
H 0.07 -0.53 -2.64 0.02
H 0.00 1.65 -1.49 0.03
H 1.30 0.59 -1.03 0.02
H -1.69 1.70 1.59 0.03
H -0.29 2.70 1.51 0.03
H -1.28 2.55 0.04 0.05
H -0.39 0.00 0.91 0.00
H -3.70 -0.48 -0.90 0.07
H -2.59 0.44 -0.15 0.03
H 6.02 -1.96 3.15 0.02
H 5.09 -3.19 3.07 0.02
O 5.09 -2.23 3.19 0.07

(4)
21
Properties=species:S:1:pos:R:3:nbo_charge:R:1 method="wB97M-V/def2-TZVPD" homo_lumo_gap_ev=4.42 e_homo_ev=-8.26 de_lowest_kcal_mol=219.17
C 1.50 1.69 -0.40 -0.58
C 0.80 0.33 -0.42 -0.06
C -0.26 0.25 0.62 -0.47
C -1.48 -0.55 0.25 -0.27
N -2.65 0.34 0.27 -0.64
N 1.81 -0.65 -0.19 -0.66
H 0.79 2.50 -0.60 0.22
H 1.87 1.79 0.62 0.22
H 2.38 1.71 -1.05 0.21
H 0.39 0.14 -1.47 0.23
H -0.60 1.24 0.97 0.24
H 0.17 -0.17 1.54 0.28
H -1.27 -1.18 -0.63 0.21
H -1.56 -1.30 1.08 0.30
H -2.05 0.78 -0.67 0.23
H -3.42 -0.15 -0.20 0.36
H 2.28 -0.93 -1.05 0.36
H -1.11 1.28 -1.48 0.02
H 1.41 -1.48 0.34 0.44
H 0.68 -3.26 1.36 0.44
O 0.33 -2.39 1.11 -1.08

(5)
21
Properties=species:S:1:pos:R:3:nbo_charge:R:1 method="wB97M-V/def2-TZVPD" homo_lumo_gap_ev=9.72 smiles=CC(C)NCN.O e_homo_ev=-8.87 de_lowest_kcal_mol=41.85
C 1.15 1.39 -1.60 -0.63
C 0.11 1.36 -0.45 -0.06
C -1.31 1.65 -1.04 -0.62
N -0.03 0.11 0.27 -0.66
C 0.33 -1.15 -0.49 -0.05
N 0.24 -2.26 0.44 -0.83
H 1.19 2.31 -2.18 0.22
H 1.07 0.58 -2.33 0.20
H 2.17 1.27 -1.18 0.21
H 0.39 2.24 0.13 0.20
H -1.50 2.55 -1.67 0.21
H -2.07 1.69 -0.27 0.21
H -1.60 0.79 -1.70 0.19
H 0.39 -0.06 1.18 0.37
H 1.31 -1.18 -0.99 0.16
H -0.49 -1.11 -1.22 0.15
H 0.27 -3.19 0.03 0.37
H -0.76 -2.27 0.66 0.35
O -0.35 -1.91 4.35 -0.93
H -0.98 -1.38 3.85 0.46
H 0.46 -1.41 4.23 0.47

(6)
21
Properties=species:S:1:pos:R:3:nbo_charge:R:1 method="wB97M-V/def2-TZVPD" homo_lumo_gap_ev=9.73 smiles=NCCCCN.O e_homo_ev=-8.81 de_lowest_kcal_mol=44.37
N -0.76 -2.04 1.38 -0.88
C -1.10 -0.60 1.47 -0.23
C 0.04 0.40 1.19 -0.43
C 0.38 0.29 -0.29 -0.44
C 1.40 1.43 -0.49 -0.20
N 1.66 1.92 -1.82 -0.85
H -0.78 -2.54 2.26 0.37
H 0.08 -2.11 0.83 0.35
H -1.73 -0.50 2.40 0.19
H -1.96 -0.53 0.79 0.19
H -0.33 1.41 1.29 0.21
H 0.81 0.33 1.94 0.21
H -0.43 0.59 -0.96 0.24
H 0.95 -0.60 -0.62 0.19
H 1.06 2.34 0.04 0.18
H 2.34 1.24 0.09 0.18
H 2.10 1.27 -2.48 0.35
H 0.90 2.35 -2.32 0.36
O -1.47 -1.17 -1.68 -0.94
H -2.19 -1.75 -1.96 0.47
H -0.97 -1.72 -1.08 0.48